Entry 1:
21
Properties=species:S:1:pos:R:3:forces:R:3:mulliken_charge:R:1 method="wB97M-V/def2-TZVPD" lumo_ev=0.50 total_charge=0 multiplicity=1 orbital_gap_ev=9.93 e_above_lowest_ev=2.874 smiles="C=C.O.O.O.O.O"
C 3.04059 1.23363 -2.43759 -3.4345 -1.4199 0.2082 -0.491
C 2.01793 0.37548 -1.96390 3.7314 1.3352 -1.9181 -0.532
H 3.79046 1.88409 -2.01079 -0.6421 0.2207 0.9846 0.283
H 2.90413 1.45238 -3.50411 0.9097 -0.9731 -0.0385 0.196
H 1.57802 0.19061 -1.02153 0.4591 0.1974 1.4128 0.333
H 1.85062 -0.45868 -2.64082 -1.0693 0.6691 -0.6291 0.219
H -1.40914 -1.00247 0.13846 -0.0631 0.9755 -0.0980 0.293
H -1.39200 -2.49531 0.23611 -0.3669 1.2135 1.0486 0.363
O -1.62698 -1.68199 0.77266 0.3024 -1.8122 -0.8799 -0.618
H -2.61321 1.40232 0.57925 2.0172 -0.2794 -1.6775 0.320
H -1.25607 2.00301 -0.06147 -0.6514 -0.4585 0.7177 0.432
O -1.85621 1.22888 -0.08206 -1.9769 0.0587 1.2903 -0.692
H -0.07521 2.93377 -1.07629 0.5132 0.5163 0.3547 0.325
H 0.39911 3.81843 0.15907 0.0906 0.3359 -0.2559 0.299
O -0.00283 2.99539 -0.10934 0.1003 -0.3160 -0.4756 -0.696
H -2.31291 -0.62882 4.31016 1.0302 0.3554 0.6131 0.320
H -1.62533 -0.35021 3.08725 1.1083 0.2197 0.6507 0.317
O -1.42205 -0.28685 4.05594 -2.0958 -0.6667 -1.3732 -0.647
H 0.70123 -4.47456 0.31314 -1.2059 0.5625 -0.7586 0.311
H -0.47785 -4.03193 1.09603 -0.2476 0.1117 -0.4716 0.332
O -0.21228 -4.10715 0.15985 1.4912 -0.8457 1.2953 -0.666

***

Entry 2:
18
Properties=species:S:1:pos:R:3:forces:R:3:mulliken_charge:R:1 method="wB97M-V/def2-TZVPD" lumo_ev=-5.35 total_charge=+1 multiplicity=1 orbital_gap_ev=7.26 e_above_lowest_ev=3.758
C 1.14499 1.12032 1.25355 -4.2623 0.7005 2.5289 -0.794
C -0.39648 -1.17253 -0.91107 0.4349 3.5047 -0.4638 -0.592
C -0.05734 1.68443 0.84428 5.8283 -1.9261 1.1369 -0.210
C -1.29918 -0.58528 0.19551 -0.0810 -0.7051 0.2919 0.444
N 1.02161 -1.30917 -0.63266 -0.3217 1.2208 -3.8377 -0.495
O -0.40626 2.03090 -0.36463 -1.4228 1.0296 -1.9050 -0.472
O -1.09769 -1.01478 1.41876 -2.7015 -0.1286 0.8144 -0.399
S -2.74964 0.26784 -0.21872 -0.0416 -1.1437 2.0311 0.028
H 1.98848 0.66178 0.87333 1.3095 -0.2674 -1.9072 0.448
H 1.10426 0.86457 2.34454 0.0358 0.6692 -0.8428 0.243
H -0.80510 -2.10126 -1.07732 -1.6499 -2.3603 -0.3510 0.434
H -0.64110 -0.55251 -1.84893 0.7541 -0.8660 1.2897 0.337
H -0.65745 2.04041 1.59451 -1.8761 0.5992 1.5842 0.513
H 1.49002 -1.96104 -1.29638 -0.7351 0.7649 0.5774 0.273
H 1.12342 -1.66542 0.23323 0.6919 -1.4861 3.6724 0.228
H 0.33947 2.00467 -0.94184 0.9434 -0.0083 -0.8054 0.367
H -1.89676 -0.91613 2.12871 2.4597 0.0647 -2.4578 0.447
H -2.36958 0.75460 -1.35142 0.6345 0.3380 -1.3560 0.201

***

Entry 3:
11
Properties=species:S:1:pos:R:3:forces:R:3:mulliken_charge:R:1 method="wB97M-V/def2-TZVPD" lumo_ev=0.62 total_charge=0 multiplicity=1 orbital_gap_ev=10.42 e_above_lowest_ev=1.258
C -0.74422 1.13872 -0.09464 0.3558 -0.9070 1.8095 -0.059
C 0.79621 -0.73860 0.06379 1.3050 0.4810 -0.4455 0.740
O -0.16603 -0.11759 0.73043 -0.8674 1.7394 -1.3942 -0.453
O 1.32260 -1.78589 0.73836 -0.4130 -0.0633 0.0260 -0.477
O -1.97233 0.78448 -0.53882 -0.3690 -0.2473 -0.0755 -0.463
N 1.25565 -0.28175 -1.02287 -0.0530 -0.3707 -0.2441 -0.695
H 0.83532 -1.90161 1.56614 0.0163 0.0241 -0.0964 0.333
H -2.47752 0.39595 0.18789 0.0139 0.1986 -0.0793 0.324
H 2.01265 -0.82477 -1.41705 -0.0036 -0.2037 0.2344 0.235
H -0.71815 1.85932 0.72456 -0.2444 0.0151 -0.0359 0.235
H -0.14418 1.47173 -0.93778 0.2595 -0.6661 0.3010 0.279

***

Entry 4:
32
Properties=species:S:1:pos:R:3:forces:R:3:mulliken_charge:R:1 method="wB97M-V/def2-TZVPD" lumo_ev=1.29 total_charge=-1 multiplicity=1 orbital_gap_ev=5.46
Cl -1.45060 0.04115 0.86054 0.5334 1.2065 0.4236 -0.038
C -1.83856 -0.70919 2.81379 0.3846 -1.2581 0.3462 0.288
Cl -3.61658 -0.97881 2.86290 0.6805 0.4056 -0.1755 -0.173
C -1.14141 -2.08230 2.85746 -0.9067 1.0358 -0.3114 0.156
O -1.51577 -2.96680 2.10546 0.5030 0.1049 0.6012 -0.668
C -0.07633 -2.24042 3.87328 -0.2675 1.5385 0.5122 -0.015
Cl 0.69396 -3.75499 3.90864 0.2043 -0.3657 0.0841 -0.170
C 0.18290 -1.23988 4.80120 -0.4369 -1.1203 -1.2028 0.393
Cl 1.33660 -1.54976 6.04401 -0.0918 0.1743 -0.0353 -0.184
C -0.47572 0.04922 4.73805 -0.7275 0.2852 -1.4735 0.016
Cl -0.09069 1.23866 5.91898 0.1808 0.1112 0.0432 -0.204
C -1.37816 0.34437 3.71470 0.5554 -1.4561 1.6525 0.188
Cl -2.10196 1.88193 3.62640 -0.1583 0.1083 -0.1165 -0.139
C 2.94724 -0.77990 -4.09561 0.1743 0.1741 -0.4487 -1.319
C 1.76431 -0.09921 -3.45170 0.0649 -0.0197 0.6420 0.992
C 1.98341 0.68453 -2.31168 -0.5768 0.0723 0.1733 -0.826
C 0.91942 1.16732 -1.55908 0.4305 -0.3381 -0.4421 0.057
C -0.40995 0.90243 -1.93391 1.2222 -1.6342 -0.5321 0.898
C -1.42271 1.25456 -0.95379 -0.9366 0.1133 -0.6320 -1.640
N -1.43976 2.68331 -0.77729 0.3274 1.5889 1.4002 1.078
O -2.48923 3.30903 -0.48701 1.3923 -1.4152 -0.5048 -0.683
O -0.32535 3.26486 -0.85608 -2.1626 0.0359 0.1785 -0.632
C -0.63320 0.15197 -3.12602 -0.0204 0.9582 1.0202 -0.714
C 0.44551 -0.29692 -3.87561 0.6090 -0.2724 0.1306 -0.562
H 2.64651 -1.22247 -5.05246 0.1752 0.0139 0.1193 0.338
H 3.72853 -0.03034 -4.29184 -0.0993 -0.2636 -0.0558 0.319
H 3.42032 -1.57569 -3.48357 -0.5011 0.4364 -0.1406 0.257
H 2.98362 0.90292 -1.94700 0.0410 -0.2001 -0.2011 0.296
H 1.10385 1.75001 -0.65494 0.0445 -0.5287 -0.4100 0.405
H -2.39397 0.81763 -1.02761 -0.6533 0.5194 -0.8401 0.650
H -1.65300 -0.03961 -3.45897 0.1975 -0.0218 0.1324 0.354
H 0.29675 -0.87762 -4.78124 -0.1820 0.0114 0.0631 0.280

***

Entry 5:
8
Properties=species:S:1:pos:R:3:forces:R:3:mulliken_charge:R:1 method="wB97M-V/def2-TZVPD" lumo_ev=0.88 total_charge=0 multiplicity=1 orbital_gap_ev=10.99 e_above_lowest_ev=2.961
C -0.11626 0.36097 -0.86417 0.8653 -0.0618 1.7259 -0.361
C -3.28588 -0.20258 -0.38294 -0.3500 -0.2935 -0.3163 0.109
N -0.63250 -0.62021 -0.27497 -0.7415 -1.7432 -1.1151 -0.166
O -3.15344 0.61966 0.36933 -0.1087 0.3882 0.3506 -0.114
O 0.11792 -1.17931 0.71531 -0.5819 -2.0801 1.8013 -0.417
H -0.58648 0.68938 -1.74382 -0.6975 0.6750 -0.7666 0.299
H 0.73147 0.85459 -0.40850 0.5327 0.0779 -0.4148 0.294
H -0.35071 -2.06737 1.02470 1.0815 3.0375 -1.2650 0.357

***

Entry 6:
12
Properties=species:S:1:pos:R:3:forces:R:3:mulliken_charge:R:1 method="wB97M-V/def2-TZVPD" lumo_ev="-24.49 / -24.32" total_charge=+4 multiplicity=2 orbital_gap_ev="3.41 / 3.43" e_above_lowest_ev=2.366
C -1.65188 -0.87953 0.61223 -0.4869 -1.0949 -0.0294 0.084
C -1.00682 0.42795 0.32699 0.0037 -0.0436 -0.3014 -0.061
O 0.34623 0.31360 0.20149 0.1300 -0.1891 -0.1995 -0.213
O -2.87790 -1.07049 0.76327 0.1311 0.2585 -0.0750 0.141
H -1.10027 -1.83334 0.64187 -0.1412 0.1244 0.2312 0.409
H -1.29256 1.15895 1.11631 0.1454 0.4165 -0.0324 0.417
H -1.43799 0.85381 -0.60670 -0.1813 0.3408 0.0624 0.393
F -3.60348 0.10915 0.64104 0.0695 -0.0784 0.1021 0.032
C 1.49058 0.29488 -1.57790 -4.0661 0.5373 -0.2463 0.570
O 2.61635 0.03451 -1.39528 2.0557 -0.1827 -1.3156 0.115
In 5.00491 0.86910 -0.31666 3.6724 1.9257 0.4195 2.046
O 3.51284 -0.27859 -0.40666 -1.3323 -2.0145 1.3843 0.067

***

Result set for E_tot: -460.69992 -761.45536 -359.66310 -3579.81726 -283.14918 -704.37636 Ha, one per record in the order listed.
Result set for max |F|: 0.0856 0.1214 0.0465 0.0442 0.0674 0.0811 hartree/bohr, one per record in the order listed.